The following is a quantum chemistry calculation of a molecular structure, C43H42Cl2N2O8SSi2, from the Open Molecules 2025 dataset.

Values from the calculation:
lowest unoccupied orbital energy	-0.044	Ha
DFT total energy	-116270.7667	eV

Structure (ORCA input):
```
! wB97M-V def2-TZVPD RIJCOSX def2/J DEFGRID3
* xyz 0 1
C 1.2024 3.0255 0.4228
C -0.0966 2.3255 0.0961
O -0.6171 1.5212 0.8195
O -0.6356 2.6965 -1.0988
C -0.9365 1.5946 -1.9871
C -2.3972 1.1480 -1.8922
C -2.5889 -0.3760 -1.9157
C -3.8379 -0.8237 -1.1478
C -5.1043 -0.7338 -2.0064
C -6.3886 -0.9112 -1.1826
Si -6.8280 0.5522 -0.0947
C -8.6749 0.5441 0.2759
C -9.2442 1.9570 0.4899
S -10.4457 1.9007 1.8657
C -10.9961 3.5472 1.7739
N -12.1637 3.9928 1.4576
N -12.0953 5.3789 1.5474
C -10.8890 5.6462 1.8961
O -10.1265 4.5573 2.0695
O -5.9762 0.5907 1.3185
Si -5.9358 -0.6024 2.4634
C -6.3593 2.1532 -0.9782
Cl -5.2472 3.1685 -0.1156
C -6.8190 2.5168 -2.1767
C -7.7935 1.6936 -2.9878
Cl -6.3287 3.9966 -2.9325
H 1.8584 2.2717 0.8570
H 1.6444 3.4480 -0.4762
H 0.9993 3.8147 1.1493
H -0.2688 0.7619 -1.7450
H -0.6820 1.9660 -2.9802
H -2.7825 1.5378 -0.9460
H -2.9713 1.6181 -2.6961
H -2.7102 -0.7013 -2.9569
H -1.6965 -0.8733 -1.5268
H -3.9542 -0.1904 -0.2596
H -3.7200 -1.8600 -0.8135
H -5.0550 -1.5192 -2.7698
H -5.1048 0.2264 -2.5337
H -7.2462 -1.0756 -1.8477
H -6.3009 -1.8299 -0.5900
H -8.8511 -0.0890 1.1533
H -9.1704 0.0612 -0.5724
H -8.4794 2.6923 0.7435
H -9.7928 2.2925 -0.3914
H -10.4281 6.6078 2.0576
H -4.5336 -0.9840 2.7099
H -6.6925 -1.7857 1.9924
H -6.5443 -0.1130 3.7145
H -7.3926 0.7002 -3.1952
H -8.7549 1.6152 -2.4744
H -7.9846 2.1812 -3.9427
C 6.1590 1.2822 0.7820
C 4.7942 1.0478 0.6601
C 4.2430 0.7719 -0.5793
C 5.0519 0.7398 -1.7073
C 6.4209 0.9857 -1.5881
C 6.9712 1.2499 -0.3392
C 7.3101 0.9808 -2.7859
O 8.5006 1.1818 -2.6836
C 6.6809 0.7210 -4.1134
C 7.4775 0.7531 -5.2513
C 6.9184 0.5043 -6.4932
C 5.5625 0.2162 -6.6045
C 4.7631 0.1850 -5.4747
C 5.3171 0.4423 -4.2266
C 4.4329 0.4245 -3.0272
O 3.2516 0.1639 -3.1177
H 6.5881 1.4892 1.7534
H 4.1601 1.0754 1.5374
H 3.1831 0.5785 -0.6792
H 8.0346 1.4304 -0.2625
H 8.5307 0.9747 -5.1484
H 7.5395 0.5334 -7.3786
H 5.1296 0.0175 -7.5761
H 3.7069 -0.0351 -5.5448
C 5.1603 -4.4806 7.4189
C 6.3456 -5.1920 7.2663
C 7.0188 -5.1710 6.0568
C 6.5053 -4.4434 4.9902
C 5.3084 -3.7406 5.1393
C 4.6423 -3.7568 6.3588
C 4.7169 -2.9755 4.0042
O 3.6855 -2.3520 4.1366
C 5.4386 -3.0042 2.6997
C 4.8870 -2.3385 1.6129
C 5.5468 -2.3382 0.3961
C 6.7626 -2.9981 0.2591
C 7.3156 -3.6677 1.3381
C 6.6541 -3.6779 2.5600
C 7.2577 -4.4231 3.7021
O 8.3209 -4.9939 3.5880
H 4.6396 -4.4941 8.3673
H 6.7444 -5.7628 8.0945
H 7.9442 -5.7141 5.9239
H 3.7202 -3.2013 6.4600
H 3.9417 -1.8259 1.7290
H 5.1158 -1.8196 -0.4495
H 7.2793 -2.9888 -0.6919
H 8.2593 -4.1878 1.2482
*
```

The following is a quantum chemistry calculation of 13 unconnected molecules or ions with the total composition C43H42F12N3O39S in a non-equilibrium geometry, from the Open Molecules 2025 dataset.

Values from the calculation:
lowest unoccupied orbital energy	-0.186	Ha
DFT total energy	-173031.0395	eV

Structure (ORCA input):
```
! wB97M-V def2-TZVPD RIJCOSX def2/J DEFGRID3
* xyz 1 1
N 1.0369 -1.6607 4.2957
C 0.5962 -1.1011 3.3820
O 0.1836 -0.4257 2.3304
C 1.3507 0.1816 1.7943
N 2.1043 -0.5370 0.9762
C 3.2125 -0.0231 0.4779
C 3.5911 1.2337 0.8107
C 2.8202 1.9800 1.6595
C 3.1890 3.3735 2.0966
O 2.5911 4.3320 1.7046
O 4.2028 3.4371 2.9709
S 5.7013 3.5848 2.0884
C 1.6338 1.4472 2.1872
N 0.8797 2.2071 3.0602
H 1.8073 -1.4897 0.7573
H 3.7878 -0.6562 -0.1752
H 4.5049 1.6475 0.4157
H 6.2062 2.3378 2.1865
H 0.0379 1.7185 3.3389
H 0.5697 3.0722 2.6243
C 10.2577 4.8864 4.6317
C 10.2974 6.2571 4.0093
O 9.3522 6.1416 2.9514
C 8.4472 5.2192 3.3504
O 7.3753 5.0558 2.8406
O 8.8935 4.5028 4.3979
F 11.5145 6.5284 3.4845
H 10.9250 4.1836 4.1314
H 10.4885 4.8970 5.6931
H 9.9992 7.0643 4.6767
C 3.1818 5.2346 -1.3016
C 4.4351 5.8401 -1.8788
O 5.3243 4.7282 -1.8891
C 4.5590 3.6127 -2.0204
O 4.9741 2.5392 -2.3148
O 3.2555 3.8799 -1.7661
F 4.9416 6.8011 -1.0745
H 3.1846 5.2365 -0.2140
H 2.2773 5.7235 -1.6546
H 4.3259 6.2354 -2.8898
C -1.6384 -4.0119 3.2561
C -2.3960 -5.0060 4.1058
O -3.4099 -5.4554 3.2171
C -2.9083 -5.3528 1.9692
O -3.3621 -5.8726 1.0068
O -1.7893 -4.5659 1.9493
F -2.9735 -4.4067 5.1667
H -2.0870 -3.0163 3.2842
H -0.5892 -3.9360 3.5328
H -1.8041 -5.8569 4.4461
C 0.3400 0.9148 6.4492
C -0.6189 0.9750 7.6134
O -0.8626 2.3643 7.7392
C -0.7169 2.9053 6.5006
O -1.0957 3.9764 6.1805
O -0.0762 2.0384 5.6564
F -0.0454 0.5228 8.7497
H 1.3760 1.0538 6.7618
H 0.2625 -0.0088 5.8912
H -1.5636 0.4518 7.4510
C 7.0964 -1.1182 0.2592
C 8.2699 -1.6511 1.0439
O 8.8450 -0.4652 1.5673
C 7.8432 0.4343 1.7091
O 7.9301 1.4254 2.3580
O 6.7360 0.0487 1.0165
F 9.1643 -2.2607 0.2416
H 7.3755 -0.8230 -0.7530
H 6.2711 -1.8250 0.2081
H 8.0029 -2.3199 1.8644
C -5.6703 -5.4796 -1.4495
C -6.4467 -6.4724 -0.6242
O -7.4522 -6.8988 -1.5308
C -6.9240 -6.7820 -2.7789
O -7.3769 -7.2899 -3.7508
O -5.8089 -6.0153 -2.7699
F -7.0340 -5.8809 0.4427
H -6.1078 -4.4803 -1.4152
H -4.6259 -5.4180 -1.1590
H -5.8678 -7.3336 -0.2873
C 8.3800 11.3275 3.8209
C 8.4634 10.0305 3.0544
O 8.9281 9.1229 4.0415
C 8.4758 9.5914 5.2434
O 8.4520 8.9477 6.2368
O 8.0585 10.8730 5.1412
F 9.3731 10.1000 2.0553
H 9.3331 11.8573 3.8399
H 7.6122 11.9949 3.4388
H 7.5114 9.6777 2.6540
C -0.5066 -3.9552 -1.7131
C -0.1185 -2.6973 -0.9800
O -0.2162 -1.7127 -1.9752
C -1.1824 -2.1523 -2.8595
O -1.7031 -1.4678 -3.6535
O -1.4426 -3.4582 -2.6714
F 1.1886 -2.7392 -0.5311
H 0.3404 -4.4112 -2.2295
H -0.9650 -4.6927 -1.0710
H -0.7738 -2.4415 -0.1453
C -3.8265 0.5911 -5.2657
C -3.9552 1.9852 -5.8186
O -4.7774 1.7922 -6.9556
C -5.5661 0.7082 -6.6870
O -6.5417 0.4212 -7.2906
O -5.0835 0.0085 -5.6282
F -2.7535 2.4757 -6.2195
H -3.0170 0.0315 -5.7374
H -3.6795 0.5769 -4.1822
H -4.4294 2.6985 -5.1419
C -7.7755 -3.5705 -6.0986
C -8.5587 -4.5606 -5.2749
O -9.5768 -4.9817 -6.1649
C -9.0445 -4.8672 -7.4277
O -9.5019 -5.3701 -8.3916
O -7.9214 -4.1041 -7.4153
F -9.1397 -3.9606 -4.1974
H -8.2034 -2.5677 -6.0593
H -6.7279 -3.5172 -5.8114
H -7.9853 -5.4258 -4.9430
C -10.4168 -7.7724 -4.8724
C -11.1993 -8.7639 -4.0529
O -12.2034 -9.1839 -4.9564
C -11.6717 -9.0648 -6.2145
O -12.1264 -9.5690 -7.1817
O -10.5511 -8.3000 -6.1953
F -11.7894 -8.1728 -2.9809
H -10.8476 -6.7712 -4.8363
H -9.3739 -7.7195 -4.5732
H -10.6240 -9.6287 -3.7164
C -1.1930 1.0307 -0.2543
C -1.1413 2.4444 -0.8037
O -2.0075 2.3728 -1.9145
C -2.9252 1.4033 -1.6350
O -3.9372 1.2340 -2.2162
O -2.5124 0.6308 -0.5797
F 0.1049 2.7656 -1.2303
H -0.4823 0.3614 -0.7462
H -1.0270 0.9997 0.8201
H -1.4969 3.2107 -0.1114
*
```

Across the entries above, Kohn-Sham gap takes the values 8.1, 6.6 eV, respectively.